Computed, not measured: C23H32BrFIN6NaSSe5Te as an isolated structure, with wB97M-V/def2-TZVPD.

As for the spin multiplicity: 1. Its total charge is -2. Its molar mass is 1195.81 g mol⁻¹. For the frontier orbital gap, the calculation gives 0.1374 Eh.

Cartesian coordinates (Å):
1 Na 1.6907 -0.1180 -1.0854
2 Se 2.7325 -1.1406 -3.7469
3 Se 4.6897 0.1836 -3.6557
4 Te 4.7637 1.0316 -1.2498
5 Se 4.6960 3.5171 -1.4039
6 C -0.5311 -3.1692 -1.2488
7 Se 0.7833 -2.5623 0.0456
8 C 2.2615 -3.5135 -0.8618
9 C 3.6693 -3.0838 -0.4425
10 Se 3.8592 -1.9575 1.1462
11 C 3.2786 -3.2778 2.4528
12 H -1.4539 -2.6507 -1.0051
13 H -0.6703 -4.2460 -1.1644
14 H -0.2008 -2.9022 -2.2521
15 H 2.1442 -3.3015 -1.9245
16 H 2.1222 -4.5837 -0.6997
17 H 4.1289 -2.4999 -1.2435
18 H 4.3068 -3.9499 -0.2629
19 H 3.9191 -4.1582 2.4080
20 H 2.2400 -3.5524 2.2801
21 H 3.3694 -2.8186 3.4359
22 Br 2.6590 2.6685 6.5343
23 C 1.2268 2.0075 5.4733
24 C 0.0123 1.7878 6.1074
25 C -1.0643 1.2998 5.3843
26 C -0.9302 1.0385 4.0283
27 C 0.2830 1.2721 3.4007
28 C 1.3769 1.7525 4.1161
29 I 3.1594 1.9875 3.0723
30 H -0.0762 1.9921 7.1659
31 H -2.0049 1.1091 5.8850
32 H -1.7402 0.6157 3.4458
33 H 0.3878 1.0514 2.3458
34 N 2.4370 4.8361 0.5668
35 C 1.1340 4.9579 0.8157
36 N 0.7048 6.1489 1.3556
37 N 0.2030 4.0548 0.5998
38 C 0.6386 2.8958 0.1298
39 N 0.9810 1.8686 -0.2712
40 H 3.0104 5.6619 0.6080
41 H 2.8414 4.1090 -0.0478
42 H 1.3781 6.6581 1.9026
43 H -0.2078 6.0755 1.7749
44 C -3.2371 1.9335 -4.8308
45 N -1.8965 1.4772 -5.0604
46 C -1.3826 1.3129 -6.4054
47 C 0.0185 0.7532 -6.1504
48 N -0.1333 0.1844 -4.8230
49 C -1.1797 0.7303 -4.1652
50 S -1.5259 0.5302 -2.5508
51 H -3.3632 2.9492 -5.2136
52 H -3.4198 1.9240 -3.7584
53 H -3.9704 1.2801 -5.3213
54 H -1.3704 2.2652 -6.9399
55 H -2.0040 0.6074 -6.9757
56 H 0.7811 1.5375 -6.1578
57 H 0.3021 -0.0086 -6.8752
58 H 0.7027 -0.1200 -4.3118
59 F -5.7742 -4.4536 2.6333
60 C -4.7286 -3.6100 2.2885
61 C -4.7711 -2.9177 1.0910
62 C -3.7313 -2.0776 0.7424
63 C -2.5779 -1.8819 1.5740
64 C -1.4911 -1.0916 1.1947
65 C -2.6102 -2.6218 2.8029
66 C -3.6546 -3.4618 3.1454
67 H -5.6253 -3.0404 0.4335
68 H -3.7819 -1.5404 -0.1996
69 H -0.7601 -0.8531 1.9572
70 H -1.6151 -0.3666 0.3953
71 H -1.7697 -2.5266 3.4837
72 H -3.6392 -4.0088 4.0823

Löwdin atomic charge list, values in e, 5 entries: -0.114 -0.094 -0.295 0.104 -0.370

***

Computed, not measured: a 4-piece molecular cluster, C23H32ClNO10 overall at a distorted geometry, with wB97M-V/def2-TZVPD.

As for the spin multiplicity: 1. Its total charge is 0. Its molar mass is 517.96 g mol⁻¹. For the frontier orbital gap, the calculation gives 0.3409 Eh. The structure (SMILES) is CC(=O)OCc1cc2c(cc1Cl)C(=O)NC2=O.CCOC(C)=O.CCOC(C)=O.CCOC(C)=O.

Cartesian coordinates (Å):
1 C -0.2005 -2.0037 -1.8436
2 C 0.2411 -0.5976 -2.1324
3 O 1.0478 -0.3237 -2.9729
4 O -0.3557 0.3947 -1.3869
5 C -1.3318 1.1736 -2.0758
6 C -2.4883 0.3117 -2.5204
7 C -3.3793 -0.1086 -1.5315
8 C -4.4263 -0.9348 -1.8906
9 C -4.5820 -1.3522 -3.2036
10 C -3.7292 -0.9480 -4.2093
11 C -2.6795 -0.1081 -3.8472
12 Cl -1.6121 0.4159 -5.1002
13 C -5.7746 -2.2421 -3.2712
14 O -6.1709 -2.8771 -4.2041
15 N -6.3611 -2.2629 -1.9633
16 C -5.5228 -1.5175 -1.0740
17 O -5.6732 -1.4492 0.1144
18 H 0.6404 -2.6080 -1.5078
19 H -1.0357 -2.0490 -1.1486
20 H -0.5454 -2.3979 -2.8030
21 H -1.7042 1.8563 -1.3148
22 H -0.8854 1.7206 -2.9062
23 H -3.2282 0.1976 -0.5012
24 H -3.8764 -1.2909 -5.2239
25 H -7.3272 -1.9603 -2.0174
26 O 3.0798 -4.3170 0.1982
27 C 3.3749 -3.2568 0.6804
28 O 2.5985 -2.1927 0.4185
29 C 2.7372 -0.9224 1.0716
30 C 3.7629 -0.0305 0.4143
31 C 4.6229 -3.0752 1.5128
32 H 2.9257 -1.0647 2.1384
33 H 1.7503 -0.4675 0.9861
34 H 4.7668 -0.4566 0.4623
35 H 3.7765 0.9453 0.8947
36 H 3.5142 0.1079 -0.6384
37 H 5.4640 -2.9225 0.8377
38 H 4.7893 -3.9908 2.0746
39 H 4.5784 -2.2436 2.2110
40 O 4.2399 3.1471 1.0332
41 C 3.3066 3.7282 0.5468
42 O 2.5661 3.0648 -0.3590
43 C 1.3332 3.5562 -0.8930
44 C 1.5494 4.4772 -2.0749
45 C 2.9891 5.1671 0.8725
46 H 0.7351 4.0222 -0.1077
47 H 0.8034 2.6580 -1.2052
48 H 2.0985 5.3763 -1.7931
49 H 0.5904 4.7800 -2.4965
50 H 2.1237 3.9645 -2.8464
51 H 3.6155 5.8050 0.2498
52 H 3.2447 5.3405 1.9145
53 H 1.9478 5.4401 0.7231
54 O -1.9516 0.2617 1.7056
55 C -1.6039 -0.2609 2.7288
56 O -0.2941 -0.2257 3.0423
57 C 0.2235 -0.6585 4.3034
58 C 0.4569 -2.1556 4.3293
59 C -2.5725 -1.0025 3.6188
60 H -0.4193 -0.3248 5.1191
61 H 1.1728 -0.1359 4.4120
62 H -0.4724 -2.7108 4.2044
63 H 0.9094 -2.4528 5.2758
64 H 1.1234 -2.4443 3.5159
65 H -2.6959 -2.0105 3.2241
66 H -3.5311 -0.4931 3.5689
67 H -2.2696 -1.0655 4.6606

Löwdin atomic charge list, values in e, 5 entries: 0.041 -0.518 0.125 -0.042 -0.154

***

Computed, not measured: C23H32CsN13OSSeSi as an isolated structure at a distorted geometry, with wB97M-V/def2-TZVPD.

As for the spin multiplicity: 1. Its total charge is -2. Its molar mass is 778.62 g mol⁻¹. For the frontier orbital gap, the calculation gives 0.2169 Eh.

Cartesian coordinates (Å):
1 Cs 1.7191 0.1548 0.7387
2 N 2.3784 -1.3880 4.5644
3 C 3.2312 -1.7437 3.5262
4 N 3.8754 -2.9146 3.5396
5 N 4.5384 -2.9264 2.3839
6 N 4.3165 -1.8351 1.7333
7 N 3.4900 -1.0399 2.4256
8 C 1.7001 -0.1915 4.6132
9 N 1.4638 0.4406 5.7720
10 N 0.6986 1.4716 5.4334
11 N 0.4836 1.4610 4.1547
12 N 1.0977 0.4151 3.5872
13 H 2.7286 -1.6717 5.4701
14 O 0.4884 3.7920 2.6897
15 C -0.8453 3.9740 2.3076
16 C -0.9251 5.1599 1.3462
17 C -0.4168 4.7783 -0.0510
18 C -1.4259 3.9615 -0.8029
19 C -2.4925 4.5689 -1.4661
20 C -3.4061 3.7679 -2.1274
21 C -3.2239 2.3968 -2.1164
22 C -2.1349 1.8845 -1.4245
23 N -1.2697 2.6473 -0.7840
24 H 0.5309 2.9703 3.2435
25 H -1.4684 4.1849 3.1937
26 H -1.2480 3.0793 1.8138
27 H -0.2911 5.9496 1.7551
28 H -1.9556 5.5228 1.2949
29 H 0.4882 4.1851 0.0849
30 H -0.1846 5.6816 -0.6228
31 H -2.6052 5.6455 -1.4573
32 H -4.2492 4.2123 -2.6433
33 H -3.9116 1.7422 -2.6273
34 H -1.9419 0.8241 -1.3932
35 C -0.1373 -3.2052 -6.4484
36 Si 0.9366 -1.7726 -5.7487
37 C 2.4975 -1.7470 -6.8665
38 C -0.0335 -0.1886 -6.1691
39 C 1.3870 -2.2847 -3.9972
40 C 1.9183 -3.5377 -3.7585
41 C 2.1618 -3.9673 -2.4584
42 C 1.8326 -3.1035 -1.4273
43 N 1.3692 -1.8853 -1.6100
44 C 1.1825 -1.4399 -2.8673
45 S 0.7075 0.1667 -3.0665
46 H -0.3494 -3.0462 -7.5012
47 H -1.0849 -3.2859 -5.9252
48 H 0.3694 -4.1600 -6.3541
49 H 2.2192 -1.6309 -7.9099
50 H 3.0581 -2.6716 -6.7774
51 H 3.1631 -0.9309 -6.6085
52 H -0.2973 -0.1696 -7.2255
53 H 0.5496 0.6952 -5.9385
54 H -0.9439 -0.1236 -5.5841
55 H 2.1434 -4.1956 -4.5929
56 H 2.5922 -4.9373 -2.2528
57 H 1.9583 -3.4132 -0.3949
58 C -0.6519 -3.3561 3.0972
59 N -1.2010 -2.2631 3.8482
60 C -0.6993 -1.7807 5.0284
61 C -1.3394 -0.6207 5.3033
62 N -2.2195 -0.3874 4.2843
63 C -2.9246 0.8367 4.0364
64 C -2.1384 -1.4042 3.4047
65 Se -3.3177 -1.6894 2.0527
66 H -0.2624 -4.1084 3.7804
67 H 0.1669 -3.0045 2.4624
68 H -1.4311 -3.7839 2.4665
69 H 0.0733 -2.2932 5.5625
70 H -1.2027 0.0793 6.1028
71 H -2.8017 1.5008 4.8874
72 H -3.9798 0.6273 3.8582
73 H -2.5054 1.3178 3.1502

Löwdin atomic charge list, values in e, 5 entries: 0.837 0.101 -0.533 -0.019 -0.149